[1]
28
Properties=species:S:1:pos:R:3:forces:R:3:nbo_charge:R:1 method="wB97M-V/def2-TZVPD" spin_multiplicity=1 mol_weight_g_mol=168.24 e_lumo_ev=0.73 de_lowest_ev=1.064 smiles=Cc1ccc(O)cc1.CC(C)O charge=0 e_tot_ha=-541.0754
C 0.862 2.892 1.339 -0.12 0.04 -0.75 -0.626
C 2.359 0.736 -1.979 0.97 0.06 0.17 0.283
C 2.620 0.306 -0.685 0.09 -0.31 0.81 -0.270
C 1.776 1.964 -2.221 -0.06 -0.90 0.11 -0.260
C 2.360 1.122 0.398 0.03 0.87 -0.82 -0.186
C 1.329 2.698 -1.122 -0.28 0.24 -0.02 -0.203
C 1.677 2.337 0.166 -1.02 -0.69 0.97 -0.035
O 2.780 -0.054 -3.031 0.34 -0.05 -0.36 -0.701
H 2.952 -0.709 -0.492 0.35 0.11 -0.27 0.216
H 3.733 -0.253 -2.943 -0.83 0.13 0.10 0.484
H 1.631 2.171 -3.266 -0.32 0.57 -0.11 0.227
H 2.671 0.851 1.400 -0.31 -0.19 0.02 0.214
H 0.588 3.496 -1.214 0.54 0.04 -0.30 0.211
H 1.427 3.226 2.199 0.25 -0.05 0.16 0.217
H 0.188 2.084 1.624 0.05 -0.01 0.38 0.219
H 0.195 3.699 1.026 0.29 0.12 -0.07 0.210
C -2.179 -1.895 0.705 -0.05 1.79 1.10 0.088
C -1.410 -3.090 1.257 -0.11 0.34 -0.40 -0.633
C -3.460 -2.154 -0.072 -0.11 -1.18 -0.28 -0.651
O -2.504 -1.026 1.870 -0.24 -0.70 -0.42 -0.740
H -1.520 -1.186 0.188 0.15 -0.81 -0.65 0.170
H -0.538 -3.323 0.635 -0.04 0.15 0.23 0.215
H -3.385 -1.845 -1.110 -0.12 0.37 -0.04 0.217
H -3.675 -3.228 -0.128 0.10 0.06 0.09 0.212
H -4.341 -1.733 0.421 0.25 0.26 -0.15 0.223
H -3.010 -0.305 1.474 0.07 0.01 0.33 0.456
H -2.003 -4.000 1.303 -0.23 0.05 0.14 0.206
H -1.122 -2.781 2.258 0.35 -0.32 0.04 0.237

[2]
29
Properties=species:S:1:pos:R:3:forces:R:3:nbo_charge:R:1 method="wB97M-V/def2-TZVPD" spin_multiplicity=1 mol_weight_g_mol=216.37 e_lumo_ev=0.66 de_lowest_ev=0.000 smiles=Oc1ccccc1.CCSSCC charge=0 e_tot_ha=-1262.2585
S -0.245 -2.160 -1.793 0.04 0.04 0.07 0.086
S -1.777 -0.824 -1.615 0.01 0.00 -0.02 0.060
C 1.500 -0.029 -2.385 0.02 0.12 -0.18 -0.626
C -2.581 -1.383 -4.236 -0.11 -0.20 -0.08 -0.627
C 1.221 -1.155 -1.402 0.22 -0.07 0.38 -0.532
C -2.060 -0.279 -3.330 0.14 0.52 -0.15 -0.530
H 1.608 -0.422 -3.410 -0.03 0.16 0.37 0.210
H 2.431 0.493 -2.108 -0.37 -0.13 -0.11 0.220
H 0.671 0.699 -2.373 0.37 -0.22 0.00 0.212
H -3.534 -1.783 -3.851 0.38 0.12 -0.17 0.214
H -2.749 -0.993 -5.254 0.07 -0.16 0.34 0.214
H -1.850 -2.207 -4.290 -0.31 0.30 -0.02 0.220
H 2.043 -1.896 -1.396 -0.33 0.32 0.03 0.225
H 1.108 -0.769 -0.371 0.10 -0.20 -0.48 0.217
H -2.802 0.536 -3.223 0.31 -0.32 -0.06 0.223
H -1.127 0.165 -3.725 -0.49 -0.23 0.21 0.216
O -0.014 1.960 1.255 -0.59 -0.99 -0.32 -0.673
C 1.125 0.358 4.927 0.05 -0.12 0.21 -0.254
C 1.526 1.637 4.538 0.06 0.10 0.03 -0.186
C 0.327 -0.399 4.070 -0.01 -0.08 0.03 -0.186
C 1.137 2.159 3.307 0.11 0.20 0.01 -0.277
C -0.067 0.116 2.835 -0.09 -0.11 -0.11 -0.307
C 0.339 1.395 2.455 0.08 0.05 0.11 0.309
H -0.574 1.314 0.759 0.59 0.74 0.46 0.484
H 1.435 -0.049 5.898 -0.16 0.21 -0.50 0.216
H 2.155 2.243 5.204 -0.31 -0.30 -0.32 0.216
H 0.004 -1.407 4.363 0.16 0.49 -0.14 0.217
H 1.445 3.163 2.988 -0.16 -0.50 0.16 0.226
H -0.696 -0.482 2.162 0.24 0.24 0.26 0.213

[3]
27
Properties=species:S:1:pos:R:3:forces:R:3:nbo_charge:R:1 method="wB97M-V/def2-TZVPD" spin_multiplicity=1 mol_weight_g_mol=168.31 e_lumo_ev=0.94 de_lowest_ev=0.000 smiles=Cc1ccccc1.CCSC charge=0 e_tot_ha=-788.8187
C -1.174 0.247 2.316 0.35 0.32 0.20 -0.533
C -2.020 1.513 2.214 0.17 -0.14 -0.27 -0.612
C -0.952 -2.477 2.067 0.14 0.23 0.05 -0.744
S -1.953 -1.116 1.440 -0.22 -0.15 0.09 0.189
H -0.180 0.434 1.896 -0.09 -0.08 -0.10 0.210
H -1.014 -0.019 3.366 -0.15 -0.09 -0.09 0.208
H -2.336 1.678 1.181 -0.04 0.00 0.03 0.208
H -1.414 2.371 2.500 -0.07 0.09 0.14 0.214
H -1.079 -2.586 3.144 -0.09 -0.11 -0.06 0.213
H -1.266 -3.378 1.548 -0.04 -0.10 0.06 0.230
H 0.103 -2.300 1.861 0.06 -0.01 -0.08 0.213
H -2.907 1.460 2.841 -0.03 0.00 0.02 0.213
C -0.372 2.184 -1.907 0.25 0.01 -0.13 -0.630
C 0.361 -0.137 -1.264 -0.03 -0.28 -0.03 -0.174
C 0.694 1.129 -1.736 -0.19 0.21 -0.01 -0.025
C 1.340 -1.101 -1.076 0.21 -0.08 0.04 -0.225
C 2.670 -0.809 -1.355 0.04 0.05 -0.03 -0.227
C 2.026 1.413 -2.011 0.11 -0.14 0.02 -0.222
C 3.010 0.449 -1.824 0.00 0.11 -0.01 -0.205
H -0.669 -0.399 -1.044 0.04 0.16 0.00 0.215
H 1.087 -2.091 -0.709 -0.12 0.11 -0.04 0.209
H 0.053 3.076 -2.365 -0.01 0.07 0.06 0.212
H -0.785 2.460 -0.937 -0.12 0.03 -0.02 0.216
H 3.439 -1.556 -1.214 0.00 -0.05 0.03 0.211
H 2.313 2.393 -2.378 -0.09 0.01 0.02 0.207
H 4.042 0.696 -2.043 -0.02 -0.06 0.01 0.210
H -1.182 1.851 -2.557 -0.04 -0.11 0.12 0.220

[4]
42
Properties=species:S:1:pos:R:3:forces:R:3:nbo_charge:R:1 method="wB97M-V/def2-TZVPD" spin_multiplicity=2 s2=0.753 mol_weight_g_mol=575.04 e_lumo_ev="-3.14 / -6.22" charge=+1 e_tot_ha=-1756.0680
Ag -26.830 13.934 -13.820 0.01 0.56 -0.58 0.879
I -29.602 13.733 -13.925 -0.48 0.00 -0.07 0.048
C -26.927 9.327 -13.119 0.34 0.20 0.03 -0.479
N -26.939 10.608 -13.935 -0.17 0.86 -1.22 0.536
O -26.463 11.654 -13.446 -0.44 -2.51 -0.11 -0.441
O -27.442 10.566 -15.062 0.65 -0.21 2.03 -0.339
H -26.838 8.474 -13.789 -0.19 0.31 -0.17 0.247
H -27.854 9.279 -12.549 -0.02 0.18 -0.16 0.252
H -26.083 9.329 -12.430 -0.07 0.39 -0.09 0.243
C -25.386 11.874 -17.641 0.22 -0.82 0.06 -0.480
N -25.605 13.103 -16.884 -0.25 1.18 0.19 0.544
O -26.256 13.020 -15.836 0.73 -0.21 -1.13 -0.471
O -25.183 14.127 -17.374 -0.18 -0.53 0.63 -0.306
H -24.415 11.981 -18.119 -0.32 -0.08 -0.27 0.246
H -26.231 11.788 -18.324 0.25 0.03 -0.20 0.252
H -25.399 11.024 -16.961 -0.05 0.17 0.01 0.234
C -25.301 17.307 -11.152 0.03 0.65 -0.53 -0.480
N -26.529 17.153 -12.021 -0.67 -0.71 0.29 0.539
O -26.719 16.000 -12.446 0.06 1.91 0.66 -0.434
O -27.267 18.113 -12.220 1.13 -1.38 0.20 -0.338
H -25.262 16.529 -10.392 -0.28 -0.02 -0.25 0.245
H -25.288 18.307 -10.722 -0.24 -0.14 -0.03 0.243
H -24.464 17.216 -11.843 0.01 -0.15 0.10 0.240
C -27.091 18.172 -15.373 -0.67 -0.01 0.26 -0.488
N -26.727 16.851 -15.947 0.68 0.61 -1.86 0.545
O -26.496 16.820 -17.151 -0.42 -0.14 1.40 -0.332
O -26.628 15.903 -15.194 0.01 0.13 -0.06 -0.442
H -26.199 18.636 -14.955 0.04 -0.11 -0.19 0.238
H -27.802 17.980 -14.571 0.09 0.06 -0.05 0.244
H -27.539 18.770 -16.163 0.25 -0.06 0.07 0.246
F -27.104 13.429 -11.598 -0.55 -0.30 1.45 -0.372
C -27.085 12.454 -10.622 0.39 -0.66 -0.29 0.388
C -28.204 11.688 -10.346 -0.27 -0.29 1.09 -0.300
C -28.084 10.681 -9.354 0.72 1.19 -0.52 -0.180
C -26.838 10.493 -8.739 -1.87 -0.90 0.41 -0.221
C -25.752 11.222 -9.070 0.97 1.51 -0.40 -0.189
C -25.863 12.238 -10.034 0.05 -0.25 0.04 -0.274
H -29.172 11.982 -10.727 -0.02 -0.20 -0.28 0.237
H -28.936 10.137 -8.972 -0.15 0.00 -0.29 0.232
H -26.768 9.817 -7.898 -0.02 -0.24 -0.11 0.227
H -24.868 11.073 -8.466 0.33 0.14 -0.36 0.232
H -25.072 12.884 -10.387 0.36 -0.15 0.32 0.231

[5]
34
Properties=species:S:1:pos:R:3:forces:R:3:nbo_charge:R:1 method="wB97M-V/def2-TZVPD" spin_multiplicity=1 mol_weight_g_mol=328.50 e_lumo_ev=-14.48 charge=+3 e_tot_ha=-857.6631
Pd -0.390 -0.305 -0.239 -0.56 0.22 -0.17 0.620
N -2.116 -0.134 1.004 0.48 0.06 0.26 -0.799
C -2.771 1.116 0.472 -0.07 -0.13 0.09 -0.252
C -1.749 2.224 0.476 0.14 0.07 -0.01 -0.250
N -0.529 1.827 -0.296 -0.08 0.29 -0.06 -0.654
C -0.379 2.241 -1.728 0.10 0.05 0.14 -0.254
C -0.687 1.085 -2.652 0.10 -0.10 -0.13 -0.253
N 0.170 -0.089 -2.244 0.41 0.11 0.21 -0.781
H -1.908 -0.035 1.996 -0.13 0.10 0.04 0.419
H -2.761 -0.915 0.927 0.02 -0.04 -0.01 0.420
H -3.144 0.894 -0.528 0.03 -0.01 -0.04 0.218
H -3.631 1.382 1.087 0.00 -0.01 0.04 0.260
H -2.152 3.176 0.129 -0.10 -0.08 -0.11 0.256
H -1.421 2.379 1.506 0.01 0.09 -0.01 0.231
H 0.251 2.253 0.197 0.07 -0.15 0.03 0.426
H -0.965 3.132 -1.955 -0.14 -0.09 -0.04 0.258
H 0.669 2.513 -1.864 -0.02 0.10 0.02 0.232
H -1.727 0.768 -2.592 -0.02 -0.02 0.03 0.218
H -0.485 1.351 -3.690 0.03 0.01 -0.01 0.262
H -0.051 -0.890 -2.829 0.01 -0.03 0.01 0.421
H 1.158 0.108 -2.390 -0.02 0.11 -0.14 0.421
O -0.152 -3.050 1.207 -0.04 0.35 -0.15 -0.526
B 0.151 -2.129 0.045 -0.22 -1.00 -0.13 0.842
O 0.998 -3.045 -0.810 -0.16 0.36 0.05 -0.530
C 0.995 -4.231 -0.366 -0.09 -0.13 0.23 0.542
C 1.543 -5.395 -0.922 -0.03 0.15 0.09 -0.300
C 1.338 -6.499 -0.164 -0.20 -0.15 0.44 0.054
C 0.592 -6.501 1.160 0.27 -0.17 -0.40 0.053
C 0.022 -5.406 1.717 0.08 0.18 -0.09 -0.309
C 0.226 -4.235 0.970 0.14 -0.16 -0.19 0.546
H 2.082 -5.394 -1.862 -0.01 0.00 0.00 0.313
H 1.718 -7.463 -0.490 0.00 0.00 0.00 0.292
H 0.533 -7.461 1.664 -0.02 -0.01 -0.01 0.292
H -0.515 -5.412 2.657 0.01 0.01 0.00 0.315

[6]
28
Properties=species:S:1:pos:R:3:forces:R:3:nbo_charge:R:1 method="wB97M-V/def2-TZVPD" spin_multiplicity=1 mol_weight_g_mol=217.15 e_lumo_ev=0.89 de_lowest_ev=0.000 charge=0 e_tot_ha=-2965.1785
Br 2.329 1.190 0.694 0.69 4.84 2.62 -0.045
C 0.931 -2.347 0.062 0.02 0.03 -1.10 -0.396
C 1.417 -1.691 -1.285 -0.70 -0.29 0.15 -0.405
C 1.635 -0.201 -1.185 0.28 -0.47 -0.06 -0.442
C 0.660 0.649 -0.239 2.77 -3.02 0.45 0.047
C -0.181 1.607 -0.985 -1.73 1.20 -0.57 -0.480
C -1.509 2.124 -0.291 0.76 0.06 -0.14 -0.387
C -2.125 1.106 0.683 0.24 0.27 0.25 -0.409
C -1.043 0.600 1.653 0.32 -0.14 -0.27 -0.401
C 0.080 -0.174 0.944 -0.33 -0.42 0.93 -0.274
C -0.308 -1.624 0.640 0.40 -0.42 -0.47 -0.407
H 0.682 -3.385 -0.206 0.08 0.19 0.35 0.210
H 1.758 -2.379 0.803 -0.47 0.15 -0.33 0.200
H 2.422 -2.073 -1.534 -0.69 -0.35 -0.26 0.214
H 0.686 -1.899 -2.081 0.22 -0.44 0.17 0.192
H 2.634 -0.161 -0.680 -1.15 -0.54 -1.84 0.217
H 1.736 0.348 -2.137 -0.15 -0.48 0.13 0.214
H 0.455 2.464 -1.222 -0.20 0.02 -0.22 0.238
H -0.517 1.186 -1.964 0.61 -0.14 0.65 0.224
H -1.213 3.036 0.266 -0.48 -0.38 -0.17 0.202
H -2.259 2.396 -1.072 0.70 -0.03 0.54 0.212
H -2.904 1.623 1.275 0.15 -0.37 -0.39 0.215
H -2.588 0.265 0.132 0.15 0.34 0.27 0.197
H -0.521 1.461 2.107 -0.58 -0.12 0.19 0.208
H -1.481 -0.058 2.430 0.26 0.50 -0.22 0.212
H 0.953 -0.231 1.667 -1.67 -0.48 -0.63 0.232
H -1.168 -1.708 -0.084 0.68 0.04 0.73 0.198
H -0.560 -2.124 1.607 -0.18 0.43 -0.74 0.215

Copy entry 5 word for word.
34
Properties=species:S:1:pos:R:3:forces:R:3:nbo_charge:R:1 method="wB97M-V/def2-TZVPD" spin_multiplicity=1 mol_weight_g_mol=328.50 e_lumo_ev=-14.48 charge=+3 e_tot_ha=-857.6631
Pd -0.390 -0.305 -0.239 -0.56 0.22 -0.17 0.620
N -2.116 -0.134 1.004 0.48 0.06 0.26 -0.799
C -2.771 1.116 0.472 -0.07 -0.13 0.09 -0.252
C -1.749 2.224 0.476 0.14 0.07 -0.01 -0.250
N -0.529 1.827 -0.296 -0.08 0.29 -0.06 -0.654
C -0.379 2.241 -1.728 0.10 0.05 0.14 -0.254
C -0.687 1.085 -2.652 0.10 -0.10 -0.13 -0.253
N 0.170 -0.089 -2.244 0.41 0.11 0.21 -0.781
H -1.908 -0.035 1.996 -0.13 0.10 0.04 0.419
H -2.761 -0.915 0.927 0.02 -0.04 -0.01 0.420
H -3.144 0.894 -0.528 0.03 -0.01 -0.04 0.218
H -3.631 1.382 1.087 0.00 -0.01 0.04 0.260
H -2.152 3.176 0.129 -0.10 -0.08 -0.11 0.256
H -1.421 2.379 1.506 0.01 0.09 -0.01 0.231
H 0.251 2.253 0.197 0.07 -0.15 0.03 0.426
H -0.965 3.132 -1.955 -0.14 -0.09 -0.04 0.258
H 0.669 2.513 -1.864 -0.02 0.10 0.02 0.232
H -1.727 0.768 -2.592 -0.02 -0.02 0.03 0.218
H -0.485 1.351 -3.690 0.03 0.01 -0.01 0.262
H -0.051 -0.890 -2.829 0.01 -0.03 0.01 0.421
H 1.158 0.108 -2.390 -0.02 0.11 -0.14 0.421
O -0.152 -3.050 1.207 -0.04 0.35 -0.15 -0.526
B 0.151 -2.129 0.045 -0.22 -1.00 -0.13 0.842
O 0.998 -3.045 -0.810 -0.16 0.36 0.05 -0.530
C 0.995 -4.231 -0.366 -0.09 -0.13 0.23 0.542
C 1.543 -5.395 -0.922 -0.03 0.15 0.09 -0.300
C 1.338 -6.499 -0.164 -0.20 -0.15 0.44 0.054
C 0.592 -6.501 1.160 0.27 -0.17 -0.40 0.053
C 0.022 -5.406 1.717 0.08 0.18 -0.09 -0.309
C 0.226 -4.235 0.970 0.14 -0.16 -0.19 0.546
H 2.082 -5.394 -1.862 -0.01 0.00 0.00 0.313
H 1.718 -7.463 -0.490 0.00 0.00 0.00 0.292
H 0.533 -7.461 1.664 -0.02 -0.01 -0.01 0.292
H -0.515 -5.412 2.657 0.01 0.01 0.00 0.315